Formula: C3H4N2O
Source: the Open Molecules 2025 dataset
Level of theory: the ωB97M-V functional and the def2-TZVPD basis

The geometry in XYZ format:
```
10
Properties=species:S:1:pos:R:3
O 1.808 -0.869 -0.810
C 0.740 -0.357 -0.174
C 0.161 -0.701 1.034
C -0.908 0.227 1.011
N -0.950 1.106 -0.148
N 0.081 0.650 -0.825
H 2.117 -1.581 -0.232
H -1.716 0.021 0.094
H -1.558 0.541 1.825
H 0.224 0.962 -1.775
```

## Properties
ΔE to the lowest compared entry with this formula, charge and spin = 118.2 kcal/mol